# 1
DFT (ωB97M-V/def2-TZVPD) results for a structure of composition C37H26F4N10O5W.

Summary:
Highest occupied orbital energy (alpha / beta)   -0.265 / -0.269 Ha
Net charge   0
ΔE to the lowest compared entry with this formula, charge and spin   0.00 kJ/mol
Multiplicity   3
Kohn-Sham gap (alpha / beta)   7.11 / 5.13 eV
Molecular weight   950.51 g/mol

XYZ file:
```
83
C37H26F4N10O5W, DFT ωB97M-V/def2-TZVPD
W 0.74 1.23 1.14
C 3.74 1.42 2.82
O 2.89 0.75 1.89
C 3.22 -0.57 1.59
C 4.27 -1.24 2.17
C 4.46 -2.59 1.86
C 3.58 -3.23 1.00
C 2.53 -2.53 0.43
C 2.35 -1.18 0.69
N 1.22 -0.50 0.16
N 1.46 0.64 -0.65
C 0.71 0.73 -1.85
C 0.06 1.91 -2.14
O 0.11 2.98 -1.27
C -0.65 2.09 -3.34
C -0.74 1.07 -4.24
C -0.07 -0.15 -4.00
C -0.12 -1.21 -4.94
C 0.61 -2.35 -4.75
C 1.45 -2.47 -3.62
C 1.49 -1.48 -2.69
C 0.70 -0.31 -2.82
H 3.67 0.94 3.80
H 3.40 2.44 2.89
H 4.76 1.40 2.46
H 4.94 -0.76 2.87
H 5.28 -3.13 2.31
H 3.71 -4.28 0.78
H 1.82 -3.01 -0.23
H -1.15 3.04 -3.50
H -1.32 1.19 -5.15
H -0.73 -1.09 -5.83
H 0.57 -3.15 -5.48
H 2.07 -3.35 -3.51
H 2.16 -1.56 -1.85
C -0.46 2.70 0.01
H -1.51 2.41 -0.11
H -0.44 3.65 0.55
C 2.85 5.56 1.43
N 2.00 4.80 2.34
C 1.64 5.27 3.59
C 0.90 4.53 4.43
C 0.44 3.19 4.04
O -0.18 2.45 4.79
N 0.78 2.82 2.74
C 1.58 3.57 1.99
O 1.95 3.03 0.90
H 2.85 6.60 1.75
H 2.44 5.49 0.42
H 3.87 5.17 1.42
H 2.00 6.26 3.84
H 0.63 4.89 5.41
C -2.28 0.87 3.49
N -1.66 -0.43 3.65
C -0.40 -0.78 3.38
N -0.01 -2.01 3.76
O 0.45 -0.08 2.77
H -3.11 0.80 2.79
H -1.55 1.58 3.12
H -2.63 1.23 4.45
H -2.26 -1.17 3.97
H -0.67 -2.68 4.12
H 0.84 -2.35 3.34
F -2.72 0.08 -1.88
C -3.13 -1.18 -2.06
C -3.52 -1.57 -3.32
F -3.44 -0.67 -4.30
C -4.01 -2.87 -3.59
C -4.11 -3.70 -2.46
C -3.73 -3.30 -1.20
F -3.83 -4.19 -0.20
C -3.20 -2.03 -0.94
C -2.74 -1.62 0.34
C -1.89 -0.52 0.53
N -1.13 0.32 0.76
C -3.00 -2.31 1.55
N -3.20 -2.78 2.59
F -4.57 -4.95 -2.59
C -4.39 -3.28 -4.89
C -4.25 -2.46 -6.04
N -4.17 -1.84 -7.01
C -4.91 -4.57 -5.18
N -5.33 -5.60 -5.49
```


# 2
DFT (ωB97M-V/def2-TZVPD) results for the ion C4H5N2 with charge +1.

Summary:
Highest occupied orbital energy   -0.559 Ha
Net charge   +1
Structure (SMILES)   [NH+]#C[C@@H]1[C@@H]2CN12
ΔE to the lowest compared entry with this formula, charge and spin   348.94 kJ/mol
Kohn-Sham gap   8.88 eV
Molecular weight   81.10 g/mol

XYZ file:
```
11
C4H5N2, DFT ωB97M-V/def2-TZVPD
C -0.40 1.09 0.08
C -1.56 0.35 0.05
C 1.07 -0.78 0.12
C 0.96 0.66 -0.28
N -2.54 -0.28 0.20
N 0.89 0.28 1.06
H -0.46 2.07 0.44
H 0.38 -1.65 -0.13
H 2.05 -1.10 0.04
H 1.65 1.16 -0.91
H -2.88 -1.16 0.60
```


# 3
DFT (ωB97M-V/def2-TZVPD) results for a cluster of 3 separate species, C36H64N2O3PS2 in total.

Summary:
Highest occupied orbital energy   -0.401 Ha
Net charge   +1
Kohn-Sham gap   8.45 eV
Molecular weight   668.03 g/mol

XYZ file:
```
108
C36H64N2O3PS2, DFT ωB97M-V/def2-TZVPD
C 4.45 1.30 2.25
C 3.56 2.53 2.23
C 3.20 3.13 0.85
C 4.22 2.96 -0.28
C 4.22 1.62 -1.03
C 2.99 1.38 -1.92
C 1.76 0.85 -1.17
C 0.88 -0.13 -1.94
C -0.20 -0.70 -1.02
C -1.48 0.13 -1.04
C -2.29 0.19 0.27
C -3.26 -1.00 0.49
C -2.91 -2.41 -0.03
S -2.04 -3.73 0.88
C -0.56 -3.01 1.66
C 0.76 -3.40 1.02
C -3.75 -1.02 1.94
N -2.80 -1.50 2.88
N -4.21 0.42 2.36
S -5.70 0.39 3.45
C -5.57 -1.06 4.43
O -5.48 1.52 4.29
O -6.76 0.25 2.51
C -4.43 1.39 1.20
C -4.98 2.73 1.69
C -3.14 1.51 0.33
C -2.25 2.73 0.64
C -1.59 2.87 2.03
C -0.20 2.22 2.17
C -0.01 1.25 3.35
P -3.90 1.82 -1.34
O -4.72 0.69 -1.83
H 4.71 1.04 3.28
H 3.95 0.42 1.82
H 5.39 1.45 1.71
H 4.01 3.31 2.84
H 2.62 2.26 2.74
H 3.05 4.21 0.99
H 2.23 2.75 0.53
H 5.23 3.14 0.11
H 4.05 3.75 -1.02
H 4.30 0.79 -0.32
H 5.11 1.58 -1.65
H 3.26 0.67 -2.70
H 2.75 2.33 -2.42
H 1.14 1.69 -0.84
H 2.10 0.35 -0.25
H 1.49 -0.92 -2.37
H 0.40 0.39 -2.78
H -0.41 -1.74 -1.28
H 0.20 -0.70 0.00
H -2.14 -0.19 -1.85
H -1.17 1.16 -1.27
H -1.56 0.24 1.09
H -4.12 -0.75 -0.14
H -2.48 -2.28 -1.02
H -3.86 -2.92 -0.20
H -0.67 -1.93 1.70
H -0.61 -3.37 2.69
H 1.03 -4.43 1.25
H 0.73 -3.30 -0.07
H 1.56 -2.75 1.40
H -4.65 -1.63 1.98
H -3.07 -1.42 3.85
H -1.88 -1.10 2.76
H -3.47 0.81 2.96
H -5.53 -1.97 3.84
H -4.73 -0.97 5.12
H -6.50 -1.01 5.00
H -5.21 0.89 0.61
H -4.50 3.08 2.60
H -4.82 3.49 0.93
H -6.05 2.67 1.87
H -2.82 3.64 0.43
H -1.44 2.74 -0.09
H -1.49 3.94 2.20
H -2.26 2.53 2.83
H 0.53 3.03 2.27
H 0.08 1.72 1.23
H 0.63 1.67 4.12
H 0.45 0.31 3.04
H -0.96 1.02 3.84
H -2.84 2.24 -2.15
H -4.59 3.03 -1.13
C 0.26 1.94 -6.30
C 1.30 1.51 -5.49
C 2.11 0.46 -5.89
C 1.88 -0.17 -7.11
C 0.85 0.26 -7.92
C 0.03 1.31 -7.52
H -0.37 2.76 -5.99
H 1.48 2.00 -4.54
H 2.92 0.13 -5.25
H 2.52 -0.98 -7.42
H 0.67 -0.22 -8.88
H -0.77 1.65 -8.16
C 4.47 -6.23 -0.89
C 3.74 -5.07 -1.10
C 3.95 -3.97 -0.29
C 4.89 -4.02 0.73
C 5.62 -5.18 0.94
C 5.41 -6.29 0.13
H 4.30 -7.10 -1.52
H 3.01 -5.03 -1.89
H 3.38 -3.06 -0.45
H 5.06 -3.15 1.36
H 6.35 -5.22 1.74
H 5.98 -7.19 0.30
```


# 4
DFT (ωB97M-V/def2-TZVPD) results for a structure of composition C3H5CaO4.

Summary:
Highest occupied orbital energy (alpha / beta)   -0.300 / -0.295 Ha
Net charge   0
ΔE to the lowest compared entry with this formula, charge and spin   137.42 kJ/mol
Multiplicity   2
Kohn-Sham gap (alpha / beta)   7.54 / 3.74 eV
Molecular weight   145.15 g/mol

XYZ file:
```
13
C3H5CaO4, DFT ωB97M-V/def2-TZVPD
C -0.27 1.21 2.36
C -0.13 1.35 0.87
O -0.91 0.60 0.09
Ca -0.86 -0.84 -1.55
H 0.41 1.91 2.86
H -1.30 1.42 2.68
H -0.01 0.18 2.67
H 0.96 1.20 0.48
H -0.28 2.41 0.51
O 1.05 -1.62 -1.79
C 0.63 -2.40 -2.77
O -0.62 -2.17 -3.10
O 1.34 -3.26 -3.30
```


# 5
DFT (ωB97M-V/def2-TZVPD) results for the ion C3H8ClN2O with charge +1.

Summary:
Highest occupied orbital energy   -0.527 Ha
Net charge   +1
Structure (SMILES)   CON(C)C(=[NH2+])Cl
ΔE to the lowest compared entry with this formula, charge and spin   321.99 kJ/mol
Kohn-Sham gap   9.66 eV
Molecular weight   123.56 g/mol

XYZ file:
```
15
C3H8ClN2O, DFT ωB97M-V/def2-TZVPD
C 0.85 0.46 -1.55
C 0.74 0.46 1.11
C -0.85 -2.05 -0.44
N 0.73 -0.17 -0.19
N 0.83 1.79 -1.68
O 0.42 -1.55 -0.16
Cl 1.24 -0.51 -2.81
H 1.61 1.02 1.29
H -0.15 1.25 1.30
H 0.62 -0.43 1.81
H -0.86 -2.44 -1.49
H -1.50 -1.11 -0.42
H -1.14 -2.73 0.45
H 0.48 2.43 -0.94
H 1.00 2.29 -2.47
```


# 6
DFT (ωB97M-V/def2-TZVPD) results for an isolated molecule of C4H4ClNO.

Summary:
Highest occupied orbital energy   -0.358 Ha
Net charge   0
Structure (SMILES)   Cc1cc(Cl)on1
ΔE to the lowest compared entry with this formula, charge and spin   144.72 kJ/mol
Kohn-Sham gap   10.54 eV
Molecular weight   117.53 g/mol

XYZ file:
```
11
C4H4ClNO, DFT ωB97M-V/def2-TZVPD
C 0.81 -1.40 0.86
C -0.05 -0.23 0.34
C 0.15 0.54 -0.88
C -0.87 1.40 -0.96
H 0.16 -2.16 1.24
H 1.36 -0.98 1.70
H 1.43 -1.87 0.08
H 0.84 0.44 -1.69
N -1.09 0.19 0.94
O -1.59 1.28 0.16
Cl -1.16 2.80 -1.80
```